Entry 1:
Below is a cluster of 4 separate species, C34H41ClIN6O10 in total, with properties calculated with ωB97M-V/def2-TZVPD.

Values from the calculation:
* LUMO energy: -3.33 eV
* HOMO level: -11.5 eV
* max |F|: 2.4 eV Å⁻¹
* molecular weight: 856.09 g/mol
* orbital gap: 0.30206 Ha
* net charge: +1

Geometry as XYZ:
```
93
C34H41ClIN6O10 ωB97M-V/def2-TZVPD
C -2.6438 3.1071 0.3858
C -1.7184 3.9780 -0.4193
O -1.2646 5.0121 0.0472
O -1.4522 3.5729 -1.6977
C -0.0539 3.4842 -2.0275
C 0.1956 2.1524 -2.7370
C 0.9278 1.0647 -1.9218
C 2.4341 1.2101 -2.2065
C 2.9960 2.5395 -1.7668
O 3.0157 2.9577 -0.6434
I 3.7887 3.8014 -3.3464
C 0.5779 1.0474 -0.4202
C 0.1073 -0.3207 0.1146
C 1.2291 -1.2812 0.5143
C 2.2604 -0.7222 1.5191
C 3.5458 -0.1772 0.9056
Cl 1.5533 0.4500 2.6768
N -0.9184 -0.8868 -0.8027
C -1.3097 -2.2854 -0.5232
C -0.7012 -0.6029 -2.1061
N -1.6418 -0.5652 -2.9984
C -3.0700 -0.7947 -2.7471
C -3.6581 0.2596 -1.7965
O -4.5314 1.0072 -2.1962
N 0.5800 -0.2529 -2.5434
H -2.2538 2.0961 0.4953
H -2.7356 3.5379 1.3697
H -3.6202 3.0214 -0.0825
H 0.2057 4.3053 -2.6865
H 0.5452 3.5909 -1.1287
H -0.7568 1.8294 -3.1406
H 0.8194 2.3674 -3.5999
H 3.0109 0.3708 -1.8291
H 2.5270 1.1593 -3.2851
H -0.2218 1.7388 -0.1849
H 1.4306 1.3961 0.1435
H -0.4249 -0.0816 1.0298
H 1.8036 -1.6283 -0.3429
H 0.8457 -2.1842 0.9751
H 2.5801 -1.5668 2.1155
H 3.4643 0.8672 0.6283
H 4.3904 -0.3433 1.5603
H 3.7446 -0.7605 0.0091
H -0.6709 -3.0009 -1.0313
H -1.2145 -2.4673 0.5379
H -2.3522 -2.4586 -0.7492
H -1.3513 -0.3495 -3.9389
H -3.5775 -0.6273 -3.6759
H -3.3002 -1.8091 -2.4535
H -3.2721 0.3649 -0.7711
H 1.2435 -0.9550 -2.2354
C 4.8913 5.4417 3.0075
C 4.1626 4.3122 2.6580
C 3.4380 3.6280 3.6203
C 3.4518 4.0921 4.9236
C 4.1767 5.2108 5.2900
C 4.9011 5.8873 4.3220
N 2.6669 3.3876 5.9494
O 2.0497 2.3952 5.6134
O 2.6771 3.8390 7.0720
H 5.4520 5.9768 2.2526
H 4.1561 3.9663 1.6333
H 2.8720 2.7496 3.3491
H 4.1795 5.5568 6.3127
H 5.4706 6.7650 4.5931
C 1.9403 -2.3764 7.2128
C 2.5306 -3.6112 7.4571
C 2.8013 -4.4756 6.4063
C 2.4738 -4.0841 5.1212
C 1.8790 -2.8663 4.8630
C 1.6148 -2.0087 5.9143
N 2.7697 -4.9727 3.9891
O 3.2714 -6.0454 4.2246
O 2.4935 -4.5702 2.8704
H 1.7379 -1.7007 8.0328
H 2.7850 -3.8997 8.4672
H 3.2611 -5.4345 6.5932
H 1.6226 -2.5772 3.8558
H 1.1535 -1.0497 5.7212
C -7.4630 -4.2321 -7.9026
C -7.8899 -3.2262 -7.0449
C -7.0331 -2.7292 -6.0785
C -5.7535 -3.2507 -5.9909
C -5.3125 -4.2577 -6.8327
C -6.1781 -4.7492 -7.7938
N -4.8382 -2.7141 -4.9861
O -5.2455 -1.8411 -4.2402
O -3.7048 -3.1568 -4.9386
H -8.1343 -4.6143 -8.6596
H -8.8905 -2.8275 -7.1316
H -7.3617 -1.9476 -5.4101
H -4.3126 -4.6557 -6.7471
H -5.8507 -5.5338 -8.4609
```


Entry 2:
Below is a structure of composition C34H41IrN7O2S, with properties calculated with ωB97M-V/def2-TZVPD.

Values from the calculation:
* LUMO energy (spin up / spin down): -6.53 / -6.59 eV
* HOMO level (spin up / spin down): -12.6 / -12.6 eV
* max |F|: 3.3 eV Å⁻¹
* molecular weight: 804.03 g/mol
* relative energy (zero: lowest compared OMol25 entry of this formula, charge and spin): 39.6 kcal/mol
* orbital gap (spin up / spin down): 0.22290 / 0.21950 Ha
* net charge: +2
* 2S+1: 2
* expectation value of S²: 0.75

Geometry as XYZ:
```
86
C34H41IrN7O2S ωB97M-V/def2-TZVPD
Ir 0.3682 0.1784 -0.0437
N 1.5381 -0.5870 1.5470
C 1.0663 -1.4033 2.7028
C -0.4450 -1.5147 2.8343
N -1.1162 -1.7924 1.5620
C -2.5485 -1.9348 1.7889
C -3.2512 -0.6239 2.1183
N -2.8734 -0.1390 -0.3083
C -0.6026 -2.9889 0.8822
C -0.8964 -2.9552 -0.6079
N -0.2042 -1.8088 -1.2496
H 2.0935 0.1991 1.8698
H 2.1413 -1.1834 0.9747
H 1.5140 -2.3920 2.6259
H 1.4379 -0.9556 3.6241
H -0.6758 -2.2832 3.5858
H -0.8220 -0.5636 3.2116
H -3.0033 -2.4042 0.9142
H -2.7536 -2.6257 2.6199
H -4.2881 -0.8689 2.3537
H -2.8402 -0.1840 3.0262
H -2.9668 0.5346 -1.0707
H -1.8668 -0.4509 -0.2833
H 0.4817 -3.0281 0.9718
H -1.0010 -3.9021 1.3425
H -0.5465 -3.8924 -1.0449
H -1.9690 -2.9007 -0.8092
H 0.7879 -2.0459 -1.2745
H -0.4911 -1.7184 -2.2197
C 7.5872 1.7011 1.7787
C 6.4840 1.0450 0.9967
C 5.9795 1.6276 -0.1643
C 4.9629 1.0264 -0.8859
C 4.4365 -0.1816 -0.4437
C 4.9407 -0.7962 0.6980
C 5.9538 -0.1754 1.4107
S 3.1242 -0.9382 -1.3406
O 3.5548 -1.3152 -2.6507
O 2.6413 -2.0208 -0.4885
N 1.9353 0.1901 -1.3883
C 1.7860 1.0119 -2.5253
C 2.6659 1.1819 -3.5743
C 2.3643 2.0311 -4.6558
C 1.2020 2.7386 -4.7043
C 0.2852 2.6079 -3.6432
C -0.9254 3.3224 -3.6211
C -1.7634 3.1886 -2.5555
C -1.4104 2.3004 -1.5352
N -0.3122 1.5631 -1.5204
C 0.5738 1.7345 -2.5608
H 7.8625 2.6637 1.3528
H 8.4758 1.0684 1.7895
H 7.2895 1.8540 2.8167
H 6.3954 2.5644 -0.5142
H 4.5936 1.4979 -1.7872
H 4.5734 -1.7682 0.9996
H 6.3514 -0.6552 2.2970
H 3.5939 0.6394 -3.6019
H 3.0837 2.1139 -5.4594
H 0.9690 3.3947 -5.5319
H -1.1685 3.9798 -4.4468
H -2.6844 3.7489 -2.4780
H -2.0567 2.2525 -0.6758
C -5.0596 2.1990 1.2025
C -4.0914 3.1897 1.6884
C -2.7887 2.9114 1.7790
C -2.2280 1.5983 1.3941
C -3.2501 0.4845 1.0160
C -4.6693 0.9775 0.8703
N -0.9548 1.3959 1.3514
C -0.0852 2.1537 2.2258
C 1.1205 2.6489 1.7431
C 2.0018 3.2828 2.6064
C 1.6835 3.4203 3.9523
C 0.4747 2.9315 4.4277
C -0.4147 2.3041 3.5660
H -6.1015 2.4773 1.1151
H -4.4460 4.1794 1.9470
H -2.0860 3.6792 2.0713
H -3.4822 -0.9316 -0.5101
H -5.3936 0.2348 0.5470
H 1.3592 2.5567 0.6877
H 2.9337 3.6760 2.2216
H 2.3746 3.9058 4.6278
H 0.2221 3.0278 5.4752
H -1.3476 1.9048 3.9481
```


Entry 3:
Below is a structure of composition C34H42F6N6O11S4SiTi, with properties calculated with ωB97M-V/def2-TZVPD.

Values from the calculation:
* LUMO energy (spin up / spin down): 3.72 / 3.67 eV
* HOMO level (spin up / spin down): -0.5 / -3.1 eV
* max |F|: 1.5 eV Å⁻¹
* molecular weight: 1028.95 g/mol
* relative energy (zero: lowest compared OMol25 entry of this formula, charge and spin): 12.0 kcal/mol
* orbital gap (spin up / spin down): 0.15513 / 0.25045 Ha
* net charge: -2
* 2S+1: 3
* expectation value of S²: 2.08

Geometry as XYZ:
```
105
C34H42F6N6O11S4SiTi ωB97M-V/def2-TZVPD
Ti 0.8689 -0.5767 0.8134
F 0.0031 -3.4317 3.2461
C 0.6318 -2.9196 4.2848
F -0.2651 -2.5191 5.1911
F 1.4208 -3.8344 4.8369
S 1.6219 -1.4460 3.7999
O 0.7208 -0.7319 2.8728
O 1.9066 -0.7765 5.0282
N 2.8664 -2.1170 3.1299
S 3.7026 -1.3342 2.0306
O 4.5159 -2.1515 1.2023
O 3.0054 -0.1523 1.4953
C 4.9349 -0.5049 3.1280
F 4.3526 0.4511 3.8487
F 5.8917 0.0489 2.3782
F 5.4979 -1.3836 3.9541
C -1.5717 3.9035 0.7935
C -2.5108 2.8595 0.2050
C -2.3685 2.8633 -1.3156
C -3.9468 3.1626 0.6367
O -2.0844 1.5905 0.7255
Si -2.8240 0.1304 0.7729
S -1.4169 -1.4120 0.9245
O -3.9143 0.1068 2.0196
C -3.8935 -0.3792 3.3628
C -2.6441 0.1172 4.0859
C -3.9502 -1.9060 3.3895
C -5.1430 0.1897 4.0194
O -3.7661 0.0579 -0.5675
C -4.6619 -0.8769 -1.1458
C -4.6299 -2.2221 -0.4225
C -4.2383 -1.0553 -2.5992
C -6.0595 -0.2723 -1.0619
H -0.5509 3.7373 0.4393
H -1.8932 4.9003 0.4787
H -1.5726 3.8538 1.8855
H -2.6569 3.8398 -1.7173
H -2.9846 2.0851 -1.7632
H -1.3256 2.6653 -1.5776
H -4.2446 4.1585 0.2962
H -4.0131 3.1268 1.7286
H -4.6384 2.4205 0.2317
H -1.7493 -0.2493 3.5791
H -2.6276 -0.2404 5.1190
H -2.6235 1.2117 4.0894
H -3.1088 -2.3203 2.8333
H -4.8813 -2.2539 2.9341
H -3.9089 -2.2687 4.4205
H -5.0942 1.2817 4.0412
H -5.2400 -0.1826 5.0431
H -6.0265 -0.1076 3.4484
H -3.6047 -2.5958 -0.3648
H -5.2474 -2.9483 -0.9557
H -5.0130 -2.1102 0.5946
H -3.2072 -1.4150 -2.6345
H -4.2856 -0.0971 -3.1227
H -4.8888 -1.7716 -3.1093
H -6.3254 -0.1165 -0.0127
H -6.7966 -0.9358 -1.5240
H -6.0799 0.6931 -1.5749
S 0.4425 -0.3245 -1.5235
C 1.4410 1.1387 -1.5472
N 2.0233 1.6097 -2.6541
N 1.8972 0.8448 -3.7290
C 2.5182 1.1787 -4.9260
C 3.3309 2.3080 -5.0377
C 3.9330 2.6014 -6.2510
C 3.7366 1.7912 -7.3623
C 2.9247 0.6711 -7.2443
C 2.3166 0.3646 -6.0406
N 1.6449 1.8416 -0.4379
N 1.0705 1.3656 0.6871
C 1.4766 2.1242 1.8294
C 0.6766 2.1254 2.9692
C 1.0575 2.8301 4.1007
C 2.2374 3.5569 4.1118
C 3.0238 3.5835 2.9655
C 2.6465 2.8850 1.8299
H 1.4394 -0.0543 -3.6249
H 3.4854 2.9233 -4.1623
H 4.5774 3.4692 -6.3243
H 4.2243 2.0168 -8.3028
H 2.7704 0.0224 -8.0973
H 1.6933 -0.5182 -5.9437
H -0.2625 1.5901 2.9451
H 0.4224 2.8075 4.9797
H 2.5454 4.0930 5.0023
H 3.9556 4.1372 2.9637
H 3.2523 2.8966 0.9368
O 1.5597 -4.3606 0.3964
C 1.9797 -3.3377 -0.0912
O 1.6823 -2.1610 0.5793
C 2.7510 -3.2828 -1.3280
C 2.8871 -4.4877 -2.0486
C 3.6109 -4.5565 -3.2102
C 4.2498 -3.3972 -3.7122
C 4.1272 -2.1803 -2.9973
C 3.4000 -2.1376 -1.8333
N 5.0056 -3.4636 -4.8691
O 5.1008 -4.5779 -5.4840
O 5.5806 -2.4113 -5.2942
H 2.3967 -5.3693 -1.6559
H 3.7201 -5.4782 -3.7612
H 4.6261 -1.3041 -3.3880
H 3.3575 -1.2131 -1.2836
```


Entry 4:
Below is a structure of composition C34H42INNbO3, with properties calculated with ωB97M-V/def2-TZVPD.

Values from the calculation:
* LUMO energy: 2.17 eV
* HOMO level: -4.7 eV
* max |F|: 3.5 eV Å⁻¹
* molecular weight: 732.52 g/mol
* relative energy (zero: lowest compared OMol25 entry of this formula, charge and spin): 11.3 kcal/mol
* orbital gap: 0.25435 Ha
* net charge: -1

Geometry as XYZ:
```
82
C34H42INNbO3 ωB97M-V/def2-TZVPD
N 3.3581 -1.4255 -1.4982
C 2.4467 -1.3388 -2.6909
Nb 0.8189 0.0856 -2.0247
C -0.8649 -1.4227 -2.4026
O -1.0631 -2.4470 -1.4362
O 0.1873 -2.7363 -0.8407
C -0.6888 1.7585 -1.4435
C -0.7786 1.7973 0.0335
O -1.7240 1.4512 0.6067
I 0.9415 2.4958 1.2032
H 2.7948 -1.8596 -0.7679
H 3.4528 -0.4634 -1.1719
H 3.0167 -0.9130 -3.5125
H 2.0490 -2.3168 -2.9457
H 0.9718 -0.3027 -0.2483
H 2.1343 1.3476 -1.8056
H 0.6385 0.6781 -3.7541
H -1.8258 -0.9215 -2.5061
H -0.6563 -1.8816 -3.3838
H 0.0567 -3.6001 -0.4334
H -0.3174 2.7143 -1.8019
H -1.6941 1.5419 -1.7887
C 2.3459 -7.5889 -0.8753
C 1.0561 -7.7995 -1.3430
C 0.4705 -6.8802 -2.2034
C 1.1784 -5.7548 -2.6030
C 2.4699 -5.5458 -2.1378
C 3.0520 -6.4605 -1.2712
H 2.8014 -8.3041 -0.2015
H 0.5059 -8.6805 -1.0358
H -0.5381 -7.0406 -2.5629
H 0.7237 -5.0391 -3.2761
H 3.0217 -4.6674 -2.4501
H 4.0569 -6.2937 -0.9043
C 4.7161 -1.9222 -7.4447
C 5.0161 -0.7526 -8.1296
C 5.4028 0.3816 -7.4295
C 5.4982 0.3434 -6.0450
C 5.2018 -0.8269 -5.3609
C 4.8068 -1.9583 -6.0601
H 4.4104 -2.8063 -7.9903
H 4.9469 -0.7247 -9.2102
H 5.6300 1.2963 -7.9630
H 5.8028 1.2268 -5.4985
H 5.2763 -0.8572 -4.2812
H 4.5696 -2.8686 -5.5243
C -3.3178 4.2396 5.2063
C -2.7523 3.4214 6.1746
C -2.0947 2.2564 5.8008
C -1.9952 1.9152 4.4587
C -2.5571 2.7338 3.4896
C -3.2217 3.8935 3.8644
H -3.8334 5.1473 5.4969
H -2.8244 3.6912 7.2214
H -1.6585 1.6137 6.5562
H -1.4792 1.0101 4.1657
H -2.4762 2.4662 2.4458
H -3.6646 4.5309 3.1097
C -5.9263 8.7857 0.8669
C -4.9737 8.4429 -0.0829
C -4.3681 7.1947 -0.0406
C -4.7219 6.2858 0.9466
C -5.6766 6.6268 1.8943
C -6.2763 7.8782 1.8572
H -6.3963 9.7608 0.8355
H -4.7023 9.1499 -0.8568
H -3.6206 6.9292 -0.7770
H -4.2526 5.3107 0.9761
H -5.9529 5.9160 2.6634
H -7.0174 8.1460 2.5999
C -0.3837 -3.6771 4.9957
C -0.1075 -2.5423 4.2456
C 0.2792 -1.3697 4.8788
C 0.3983 -1.3336 6.2614
C 0.1253 -2.4696 7.0115
C -0.2694 -3.6404 6.3791
H -0.6885 -4.5912 4.5018
H -0.1940 -2.5694 3.1666
H 0.4881 -0.4836 4.2934
H 0.7042 -0.4190 6.7539
H 0.2196 -2.4419 8.0902
H -0.4875 -4.5253 6.9643
```


Entry 5:
Below is a structure of composition C34H42N4O3P2STc, with properties calculated with ωB97M-V/def2-TZVPD.

Values from the calculation:
* LUMO energy (spin up / spin down): -6.30 / -10.10 eV
* HOMO level (spin up / spin down): -12.7 / -12.9 eV
* max |F|: 8.8 eV Å⁻¹
* molecular weight: 746.75 g/mol
* orbital gap (spin up / spin down): 0.23676 / 0.10108 Ha
* net charge: +2
* 2S+1: 4
* expectation value of S²: 3.79

Geometry as XYZ:
```
87
C34H42N4O3P2STc ωB97M-V/def2-TZVPD
Tc -1.7235 2.6514 -2.4316
C -1.6189 3.7441 -4.0507
C -1.0612 4.4547 -2.9131
C -1.8805 5.5324 -2.2470
C -3.2280 4.9882 -1.7431
C -3.2865 3.4805 -1.5934
C -3.6508 2.4333 -2.5792
C -3.9490 2.7246 -4.0024
C -3.0335 3.8344 -4.5667
C -1.8054 0.7348 0.3968
H -0.9098 3.6113 -4.8547
H 0.0000 4.7077 -2.9798
H -2.0402 6.3574 -2.9576
H -1.2946 5.9812 -1.4288
H -3.3953 5.4267 -0.7451
H -4.0564 5.3546 -2.3586
H -3.7929 3.2350 -0.6577
H -4.2494 1.6459 -2.1402
H -5.0034 2.9946 -4.1100
H -3.8085 1.7980 -4.5819
H -2.9635 3.6904 -5.6516
H -3.4739 4.8220 -4.4064
H -2.0313 0.6300 -0.6637
H -2.6200 0.2705 0.9572
H -0.8873 0.1876 0.6086
P -1.5197 2.4717 0.9271
P 0.8168 2.4358 -1.6380
N -3.3377 2.7554 1.5053
N -0.7855 2.0722 2.3891
N 0.7822 2.0670 -3.7207
N 2.5168 2.3182 -1.7825
C -0.5880 4.0436 0.4703
C 0.6609 4.0122 -0.4590
C -4.4015 1.9753 1.0310
C -5.5910 2.3767 1.6365
C -5.2543 3.4441 2.5267
C -3.8771 3.6476 2.4292
C -1.4883 1.2282 3.2698
C -1.1318 1.5510 4.5568
C -0.1630 2.6034 4.4894
C 0.0635 2.8824 3.1603
C -0.1621 1.1660 -4.2354
C -0.2278 1.3001 -5.6328
C 0.7159 2.2868 -6.0031
C 1.3130 2.7503 -4.8211
C 3.3957 1.8925 -2.8001
C 4.6500 1.6484 -2.2472
C 4.5344 1.8830 -0.8366
C 3.2352 2.2430 -0.5688
H -0.2946 4.5156 1.4215
H -1.3435 4.7510 0.0832
H 0.6682 4.9381 -1.0619
H 1.5848 4.0577 0.1194
H -4.2549 1.2043 0.2931
H -6.5649 1.9554 1.4274
H -5.9516 3.9905 3.1399
H -3.2447 4.3521 2.9394
H -2.1759 0.4937 2.8836
H -1.5442 1.0769 5.4331
H 0.2888 3.1132 5.3254
H 0.7541 3.5621 2.6788
H -0.6450 0.4103 -3.6384
H -0.9086 0.7415 -6.2680
H 0.9311 2.6452 -7.0121
H 2.1137 3.4787 -4.7139
H 3.0711 1.7836 -3.8128
H 5.5121 1.3351 -2.8008
H 5.3215 1.7958 -0.1048
H 2.7047 2.4029 0.3558
C 1.3017 -5.7293 1.8720
C 1.1958 -4.4592 1.0727
C 1.8702 -3.3070 1.4944
C 1.7971 -2.1222 0.7600
C 1.0430 -2.0902 -0.4154
C 0.3555 -3.2313 -0.8426
C 0.4347 -4.4032 -0.1015
S 0.9426 -0.6324 -1.4372
O 1.0087 0.5800 -0.4990
O 2.0621 -0.6485 -2.3597
O -0.3956 -0.7586 -1.9954
H 2.3104 -6.1562 1.8034
H 1.1011 -5.5478 2.9355
H 0.5950 -6.4798 1.5067
H 2.4535 -3.3470 2.4194
H 2.3092 -1.2192 1.0891
H -0.2459 -3.1991 -1.7465
H -0.1012 -5.2973 -0.4286
```


| no. | E_tot (eV) |
| --- | --- |
| 1 | -85946.9799 |
| 2 | -64109.1295 |
| 3 | -158048.5983 |
| 4 | -53214.4306 |
| 5 | -79628.4767 |